{"formula": "C32H30ClCoN6O6S3Se", "method": "ωB97M-V/def2-TZVPD", "elements": ["Se", "Co", "Cl", "S", "S", "S", "O", "O", "O", "O", "O", "O", "N", "N", "N", "N", "N", "N", "C", "C", "C", "C", "C", "C", "C", "C", "C", "C", "C", "C", "C", "C", "C", "C", "C", "C", "C", "C", "C", "C", "C", "C", "C", "C", "C", "C", "C", "C", "C", "C", "H", "H", "H", "H", "H", "H", "H", "H", "H", "H", "H", "H", "H", "H", "H", "H", "H", "H", "H", "H", "H", "H", "H", "H", "H", "H", "H", "H", "H", "H"], "positions_angstrom": [[3.91247, -6.07819, 3.38597], [0.21164, 0.09923, 0.80835], [-0.63552, -2.60173, -1.13343], [3.41969, -0.57004, -1.94312], [-1.46371, 1.42592, -3.39736], [0.66326, 1.48132, -1.37779], [0.16235, -1.41563, -0.76581], [4.83200, -0.96999, -1.58277], [-0.51730, -2.78537, -2.55311], [-2.00656, -2.39534, -0.74348], [0.39026, 1.26204, 2.28197], [-0.08786, -3.74909, -0.43413], [2.17107, -5.72097, 3.23399], [1.99001, -0.59909, 1.27784], [-1.95008, 0.86648, -0.88423], [-0.31087, -1.77661, 2.00671], [4.40888, -4.45702, 2.82977], [-1.52002, 0.79478, 0.44385], [-0.99951, 1.20805, -1.69147], [4.36109, -0.39895, 1.35864], [-1.47216, -2.36714, 2.22272], [0.79217, -3.81484, 2.58343], [3.30665, -2.41779, 2.06398], [-1.97033, 1.46127, 2.70324], [-0.59061, 1.60382, 3.04598], [-2.61630, 2.39939, 4.86471], [-3.65086, 3.10885, -3.03792], [-3.71597, 5.06705, -1.62563], [-3.36388, 3.74190, -1.82853], [-4.29739, 3.83733, -4.03058], [-1.58697, -3.70263, 2.60388], [2.89582, -3.21996, -2.27678], [2.06921, -4.49900, 2.79674], [-2.39394, 1.11423, 1.33689], [2.76349, -1.88312, -2.99061], [-2.93967, 1.87579, 3.63397], [-3.25977, 1.67602, -3.27826], [3.31983, -3.79483, 2.56803], [2.07890, -1.82274, 1.80828], [-1.26437, 2.54075, 5.19796], [3.09670, 0.10632, 1.08211], [-3.84893, 1.23831, 0.95791], [-4.65502, 5.16518, -3.82895], [4.87869, 0.64771, -3.96592], [4.46871, -1.68706, 1.82750], [0.80566, -2.49933, 2.14643], [3.54801, 0.71067, -3.23634], [-4.36454, 5.78575, -2.62402], [-0.43895, -4.43091, 2.79852], [-0.28473, 2.16186, 4.31661], [-3.59919, 1.01927, -2.47840], [-4.52186, 3.35760, -4.97712], [3.40372, 1.65919, -2.72016], [1.71719, -1.62047, -3.16451], [2.68995, 0.56555, -3.89217], [-3.67021, 1.32445, -4.22486], [5.69402, 0.50404, -3.25759], [-2.56507, -4.14477, 2.72869], [-4.47436, 0.86075, 1.76426], [-2.84356, 3.19406, -1.05302], [5.42976, -2.14364, 2.02301], [-0.46485, -5.47007, 3.09897], [2.74252, -4.03845, -2.98049], [-3.98462, 1.80330, 3.36997], [2.15163, -3.31637, -1.48629], [2.95194, 1.10083, 0.68153], [-4.03493, 0.66722, 0.05446], [-5.15971, 5.71311, -4.61537], [5.23343, 0.20547, 1.16244], [-3.39304, 2.71474, 5.54878], [-0.98730, 2.95138, 6.16276], [-4.63146, 6.82318, -2.46561], [-4.13352, 2.27519, 0.76858], [4.91388, -0.18196, -4.67334], [5.04369, 1.57449, -4.51717], [0.76595, 2.26779, 4.55681], [3.89241, -3.31937, -1.84393], [3.32040, -1.86266, -3.93024], [-2.35105, -1.74862, 2.08656], [-3.47653, 5.54209, -0.68221]], "atomic_forces_ev_per_a": [[0.077, -0.110, 0.042], [-0.025, -0.113, -0.568], [-0.025, -0.025, 0.165], [0.340, -0.156, 0.109], [0.128, 0.092, 0.090], [-0.088, -0.008, 0.331], [-0.034, -0.279, -0.168], [-0.227, 0.151, -0.128], [-0.043, 0.039, 0.250], [0.259, -0.032, -0.074], [0.068, 0.283, 0.315], [-0.135, 0.261, -0.146], [-0.059, -0.012, -0.015], [0.093, 0.109, 0.038], [0.197, 0.020, 0.219], [0.059, 0.063, -0.099], [0.052, 0.027, -0.041], [-0.163, -0.071, -0.215], [-0.049, -0.078, -0.192], [0.006, 0.029, 0.009], [-0.072, 0.116, 0.072], [0.167, -0.304, 0.088], [0.178, -0.294, 0.112], [-0.122, -0.099, -0.111], [-0.025, -0.134, -0.050], [0.021, 0.009, 0.012], [-0.020, -0.032, -0.019], [-0.012, -0.020, -0.024], [0.024, 0.076, 0.011], [-0.031, 0.012, 0.005], [-0.009, 0.045, -0.015], [-0.008, 0.021, 0.015], [-0.122, 0.176, -0.029], [-0.104, 0.198, 0.218], [-0.023, -0.067, 0.024], [0.041, -0.046, 0.009], [0.047, -0.062, 0.018], [-0.104, 0.206, -0.059], [-0.421, -0.088, 0.090], [0.011, -0.009, 0.024], [-0.081, -0.026, 0.011], [0.085, 0.045, -0.021], [0.007, -0.019, 0.021], [-0.023, -0.037, -0.044], [0.017, -0.040, 0.049], [0.260, 0.247, -0.133], [0.026, -0.034, 0.032], [0.023, -0.028, 0.001], [0.038, -0.047, 0.023], [-0.039, -0.004, -0.027], [-0.066, 0.017, -0.044], [0.000, 0.004, 0.005], [0.034, 0.016, -0.018], [0.019, -0.022, -0.046], [-0.039, 0.091, 0.028], [-0.026, -0.015, 0.007], [-0.010, 0.031, 0.018], [0.000, 0.011, 0.021], [-0.020, -0.024, -0.038], [-0.007, -0.008, -0.049], [-0.003, 0.001, -0.031], [-0.002, 0.010, 0.016], [-0.053, 0.009, 0.006], [-0.017, 0.006, 0.033], [0.030, 0.005, 0.006], [-0.020, -0.009, -0.016], [0.000, -0.005, -0.021], [0.010, 0.001, -0.007], [0.001, -0.017, -0.025], [0.001, -0.023, 0.005], [0.010, 0.013, -0.012], [-0.014, -0.004, 0.009], [0.012, 0.010, 0.038], [-0.009, 0.003, 0.006], [-0.012, -0.020, -0.028], [-0.008, 0.003, 0.007], [0.023, -0.008, -0.038], [0.005, -0.022, 0.002], [0.005, -0.015, -0.056], [-0.001, 0.010, -0.002]], "homo_lumo_gap_ev": [6.0, 5.9], "s2": 0.78, "energy_ev": -202894.521, "charge": -1, "relative_energy_kcal_mol": 0.0, "multiplicity": 2, "lumo_energy_ha": [0.0493, 0.0493]}